The following is a quantum chemistry calculation of a cluster of 10 separate species, C80H82F4O5SSi in total at a distorted geometry, from the Open Molecules 2025 dataset.

Values from the calculation:
- E_HOMO: -8.70 eV
- Multiplicity: 1
- Lowest unoccupied orbital energy: -2.1418 eV

Last column: Mulliken charge in e.
CARTESIAN COORDINATES (ANGSTROEM)
C  -6.751  1.621  4.325  -0.9469
C  -7.063  0.277  3.477  0.5588
C  -8.471  -0.367  3.750  -0.7775
C  -8.795  -1.646  2.905  -0.4651
C  -7.773  -2.257  1.879  -0.4460
C  -6.361  -1.623  1.615  0.5911
C  -5.300  -2.281  0.581  -1.0027
C  -3.838  -2.116  1.213  -0.0551
C  -3.406  -2.944  2.303  0.3324
S  -4.429  -4.261  3.094  1.3751
O  -3.592  -5.273  3.857  -0.5970
O  -5.341  -3.622  4.128  -0.5786
F  -5.309  -5.139  1.958  -0.2620
C  -1.935  -2.712  2.944  0.1111
O  -1.180  -3.638  3.313  -0.6528
C  -1.499  -1.160  3.016  0.5590
C  -0.702  -0.636  4.231  0.9276
C  -0.237  -1.488  5.498  -0.7411
C  -1.411  -2.261  6.266  -0.3808
C  -2.282  -1.325  7.242  0.6943
F  -3.353  -2.162  7.725  -0.2628
F  -2.798  -0.183  6.580  -0.2186
F  -1.523  -0.950  8.380  -0.2620
C  -0.360  0.908  4.209  -1.4196
C  -0.804  1.801  3.016  -0.4092
C  -1.621  1.256  1.778  -0.3374
C  -2.066  2.240  0.584  -0.3196
C  -0.762  2.760  -0.241  0.0448
O  0.161  3.504  0.591  -0.5827
Si  0.085  5.213  0.297  0.7267
C  1.448  5.701  -0.998  -0.6817
C  0.564  6.167  1.916  -1.0530
C  -1.665  5.855  -0.193  -0.8808
C  -1.968  -0.250  1.810  1.2337
C  -2.835  -0.969  0.657  -0.2174
O  -2.718  -0.694  -0.564  -0.5177
C  -6.047  -0.332  2.447  -0.1208
H  -7.665  1.929  4.936  0.3243
H  -6.494  2.425  3.546  0.2625
H  -5.877  1.490  5.053  0.1818
H  -9.215  0.069  4.497  0.2608
H  -9.820  -2.121  3.104  0.2910
H  -8.135  -3.211  1.354  0.1437
H  -5.572  -3.349  0.295  0.3623
H  -5.310  -1.642  -0.383  0.3963
H  0.202  -0.729  6.253  0.3829
H  0.639  -2.153  5.179  0.1817
H  -2.155  -2.809  5.599  0.0150
H  -0.927  -3.072  6.934  0.4030
H  0.199  1.395  5.081  0.2756
H  -0.532  2.909  3.056  0.2441
H  -2.748  1.742  -0.184  0.2235
H  -2.665  3.132  1.011  0.2756
H  -1.067  3.330  -1.203  0.2043
H  -0.210  1.811  -0.612  0.1481
H  1.956  4.719  -1.311  0.2901
H  2.231  6.382  -0.523  0.3394
H  0.909  6.220  -1.873  -0.0478
H  0.583  7.308  1.725  0.2669
H  1.582  5.812  2.310  0.2879
H  -0.203  5.994  2.753  0.2810
H  -2.458  5.205  0.311  0.2599
H  -1.775  5.885  -1.341  0.2478
H  -1.757  6.910  0.276  0.3451
H  -5.050  0.223  2.358  0.1764
C  4.760  -4.185  3.955  -0.4716
C  5.368  -2.976  3.629  -0.3346
C  4.607  -1.928  3.119  -0.5400
C  3.237  -2.091  2.933  -0.5748
C  2.631  -3.303  3.250  -0.3637
C  3.392  -4.349  3.763  -0.7136
H  5.353  -4.999  4.358  0.3937
H  6.437  -2.850  3.772  0.4510
H  5.081  -0.985  2.868  0.4037
H  2.643  -1.273  2.538  0.5226
H  1.563  -3.432  3.099  0.8053
H  2.918  -5.293  4.013  0.4326
C  1.364  -1.747  -3.954  -0.5259
C  0.021  -1.385  -3.897  -0.6171
C  -0.592  -1.169  -2.666  -0.1811
C  0.139  -1.318  -1.490  0.1802
C  1.479  -1.689  -1.547  -0.7884
C  2.092  -1.902  -2.778  -0.5320
H  1.842  -1.910  -4.914  0.4281
H  -0.549  -1.271  -4.814  0.3937
H  -1.637  -0.884  -2.623  0.4187
H  -0.337  -1.147  -0.531  0.1975
H  2.047  -1.811  -0.630  0.5453
H  3.138  -2.189  -2.821  0.4335
C  10.692  -2.482  2.391  -0.3939
C  11.300  -1.274  2.064  -0.3660
C  10.539  -0.226  1.555  -0.3486
C  9.169  -0.388  1.368  -0.4536
C  8.563  -1.600  1.686  -0.2383
C  9.323  -2.646  2.199  -0.4242
H  11.285  -3.296  2.794  0.3552
H  12.368  -1.148  2.208  0.3474
H  11.012  0.717  1.304  0.3542
H  8.575  0.429  0.974  0.3586
H  7.495  -1.729  1.535  0.4061
H  8.850  -3.590  2.449  0.4043
C  -9.049  -5.387  -1.085  -0.1612
C  -9.544  -5.496  -2.380  -0.4972
C  -10.885  -5.804  -2.590  -0.3108
C  -11.731  -6.007  -1.504  -0.4003
C  -11.234  -5.907  -0.208  -0.4225
C  -9.894  -5.596  0.002  -0.3661
H  -8.005  -5.141  -0.921  0.3584
H  -8.885  -5.340  -3.228  0.3500
H  -11.271  -5.885  -3.601  0.3555
H  -12.776  -6.244  -1.667  0.3523
H  -11.892  -6.071  0.639  0.3559
H  -9.507  -5.516  1.013  0.3948
C  -2.540  11.839  -1.564  -0.4108
C  -1.461  11.343  -0.839  -0.3584
C  -0.935  10.091  -1.141  -0.4572
C  -1.491  9.332  -2.167  -0.0935
C  -2.576  9.824  -2.886  -0.5622
C  -3.100  11.077  -2.586  -0.3143
H  -2.946  12.818  -1.332  0.3559
H  -1.029  11.933  -0.037  0.3639
H  -0.091  9.706  -0.578  0.3830
H  -1.079  8.357  -2.404  0.3753
H  -3.013  9.230  -3.682  0.3599
H  -3.944  11.462  -3.149  0.3576
C  -1.303  -7.363  1.335  -0.6964
C  -0.645  -6.137  1.294  -0.1052
C  0.343  -5.908  0.340  -0.4588
C  0.675  -6.906  -0.571  -0.6334
C  0.023  -8.135  -0.525  -0.4898
C  -0.967  -8.363  0.427  -0.3642
H  -2.077  -7.538  2.075  0.4590
H  -0.901  -5.360  2.006  0.4782
H  0.854  -4.951  0.307  0.5611
H  1.443  -6.727  -1.316  0.5269
H  0.286  -8.916  -1.231  0.3869
H  -1.477  -9.320  0.461  0.3766
C  1.215  3.742  -4.585  -0.4451
C  1.811  2.659  -5.223  -0.3808
C  2.770  2.872  -6.208  -0.4399
C  3.130  4.170  -6.560  -0.5880
C  2.527  5.254  -5.929  -0.3867
C  1.570  5.041  -4.941  -0.3355
H  0.472  3.575  -3.812  0.4459
H  1.529  1.647  -4.950  0.5068
H  3.238  2.027  -6.702  0.3697
H  3.879  4.336  -7.326  0.3819
H  2.803  6.266  -6.208  0.4573
H  1.102  5.886  -4.448  0.3928
C  4.040  -8.227  -0.718  -0.3837
C  4.698  -7.001  -0.758  -0.4109
C  5.685  -6.771  -1.712  -0.4950
C  6.019  -7.769  -2.623  -0.3381
C  5.368  -8.998  -2.577  -0.3881
C  4.377  -9.227  -1.626  -0.3915
H  3.266  -8.403  0.021  0.4506
H  4.440  -6.224  -0.046  0.4945
H  6.195  -5.814  -1.745  0.3816
H  6.787  -7.590  -3.367  0.3540
H  5.631  -9.779  -3.283  0.3583
H  3.868  -10.185  -1.591  0.3677
C  7.002  7.759  -6.068  -0.4605
C  7.461  8.988  -6.532  -0.3338
C  6.576  10.051  -6.683  -0.3622
C  5.229  9.884  -6.374  -0.4399
C  4.768  8.653  -5.918  -0.3202
C  5.654  7.591  -5.764  -0.2541
H  7.693  6.933  -5.944  0.3554
H  8.511  9.118  -6.776  0.3542
H  6.935  11.010  -7.042  0.3495
H  4.540  10.713  -6.489  0.3562
H  3.717  8.521  -5.683  0.3785
H  5.295  6.631  -5.406  0.3974